1.
95
Properties=species:S:1:pos:R:3:forces:R:3:mulliken_charge:R:1 method="wB97M-V/def2-TZVPD" charge=+1 e_lumo_ev=-6.10 relative_energy_ev=6.602 gap_ev=6.140 homo_ev=-12.2 total_energy_ev=-81020.351
F 0.15246 0.69535 2.75844 3.3 0.9 -0.3 -0.23
C 1.53713 1.05952 2.64808 -2.4 0.1 1.1 0.49
F 2.01181 1.12048 3.97165 -0.8 0.3 -3.8 -0.21
F 1.55396 2.28772 1.96568 0.5 -2.9 1.9 -0.22
C 2.20521 -0.15927 1.79283 -0.9 -0.1 1.6 0.73
F 2.26610 -1.24449 2.73198 -0.3 2.2 -2.8 -0.28
F 1.30258 -0.40589 0.73146 2.4 0.1 2.0 -0.27
C 3.71132 0.12631 1.35120 1.7 2.4 1.3 0.50
F 3.86679 1.33426 0.58699 -1.0 -3.1 1.4 -0.26
F 4.40940 0.41887 2.57740 -1.8 -0.8 -2.8 -0.27
C 4.51742 -1.05804 0.66423 3.0 -0.4 1.2 0.57
F 5.14158 -1.80975 1.71527 -1.9 1.5 -2.6 -0.27
F 5.61033 -0.48153 -0.06506 -3.0 -1.4 1.3 -0.25
C 3.74545 -2.09621 -0.25139 0.9 -3.2 -0.8 0.61
F 4.73158 -3.08464 -0.61869 -2.2 2.3 1.0 -0.30
F 2.73823 -2.86216 0.40191 2.1 2.5 -1.3 -0.23
C 3.25274 -1.51672 -1.69473 1.6 0.8 -0.2 0.40
F 4.43929 -1.55614 -2.50239 -3.4 0.0 1.4 -0.27
F 2.86412 -0.15453 -1.65752 0.5 -2.6 0.1 -0.25
C 2.03837 -2.34543 -2.32417 -1.0 -2.5 0.1 0.87
F 2.29600 -3.75026 -2.30290 -0.2 3.6 0.0 -0.27
F 0.81249 -2.17788 -1.58556 2.9 0.1 -1.5 -0.26
C 1.66332 -1.96412 -3.84245 -1.4 -1.2 -1.5 0.47
F 0.75939 -3.00407 -4.27893 1.8 2.3 1.0 -0.31
F 2.74237 -1.98848 -4.74086 -2.5 0.5 2.4 -0.19
C 0.79638 -0.60347 -3.91847 0.1 4.2 -0.7 0.16
C 1.46166 0.78084 -4.25224 -4.2 0.5 0.8 0.02
C 0.50626 2.03080 -4.22836 -1.1 -5.2 1.1 -0.48
C -0.99670 1.68152 -3.87621 2.4 -0.6 -0.5 -0.16
N -1.48565 0.38314 -3.62979 2.3 3.2 -0.7 -1.03
N -0.60772 -0.60478 -3.65179 3.4 -0.9 -0.5 0.56
H 2.56542 0.90637 -4.49396 -1.6 -0.5 0.4 0.40
H 0.85042 3.09731 -4.41022 -0.5 -1.7 0.2 0.39
H -1.75162 2.55114 -3.82632 1.2 -1.9 -0.1 0.40
H -0.99762 -1.54986 -3.43421 0.1 1.0 -0.2 0.36
C -0.52125 -1.24930 5.87342 0.1 -0.2 0.0 -1.25
C -1.64984 -1.57836 4.90706 0.0 0.1 -0.1 -0.69
C -2.72990 -0.49611 4.84893 -0.1 0.0 -0.1 -0.19
C -3.47855 -0.25120 6.16266 0.1 0.0 0.1 -0.24
C -4.17662 -1.47726 6.75338 -0.1 0.1 0.0 -0.61
C -5.26564 -2.04127 5.85106 0.0 -0.2 0.1 -0.88
H -0.87981 -1.16786 6.90196 0.0 0.0 -0.1 0.36
H 0.23636 -2.03756 5.85022 0.0 0.1 0.1 0.38
H -0.03695 -0.30769 5.60147 0.0 0.0 0.1 0.21
H -2.09029 -2.54613 5.16902 0.0 0.1 0.0 0.36
H -1.22622 -1.69640 3.90346 -0.1 0.0 0.0 0.35
H -3.44735 -0.75705 4.06333 0.0 0.0 0.0 0.22
H -2.26962 0.44792 4.53235 0.0 0.0 0.0 0.34
H -4.22388 0.53499 5.99374 0.0 -0.1 0.0 -0.15
H -2.78475 0.15146 6.90805 0.0 0.0 -0.1 0.41
H -4.63032 -1.19026 7.70799 0.1 0.0 0.0 0.42
H -3.44740 -2.26014 6.98474 0.0 0.1 0.0 0.26
H -6.03129 -1.28799 5.64705 0.0 0.0 0.0 0.02
H -5.75116 -2.89300 6.33485 0.0 0.1 -0.1 0.43
H -4.86090 -2.38982 4.89755 -0.1 0.0 0.0 0.25
C 6.13225 2.53019 -7.46037 0.2 0.1 0.0 -1.13
C 6.68712 1.15653 -7.80823 -0.1 -0.1 -0.1 -0.47
C 5.71428 0.01644 -7.50044 0.0 -0.1 -0.1 -0.91
C 5.34125 -0.14030 -6.02313 0.0 0.0 0.0 0.39
C 6.51959 -0.35615 -5.07165 -0.1 0.0 0.1 -0.33
C 7.29370 -1.63600 -5.35515 0.2 0.0 0.1 -1.33
H 5.93049 2.62652 -6.39054 0.0 0.0 0.0 0.25
H 6.85245 3.30674 -7.73067 -0.1 0.0 0.0 0.38
H 5.20485 2.72571 -8.00536 0.0 0.0 0.0 0.28
H 7.63809 0.99974 -7.28872 -0.1 0.0 0.0 0.23
H 6.91595 1.13393 -8.87862 0.0 0.0 0.1 0.40
H 6.14258 -0.92098 -7.86955 -0.1 0.0 0.1 0.37
H 4.79304 0.17115 -8.07513 0.1 0.0 0.0 0.38
H 4.64981 -0.98607 -5.93004 0.1 0.0 0.0 0.08
H 4.77960 0.74244 -5.69294 0.0 0.1 0.0 -0.06
H 6.13341 -0.40339 -4.04747 0.1 0.1 0.0 0.13
H 7.19968 0.50068 -5.10251 -0.1 0.0 0.0 0.35
H 6.64174 -2.51052 -5.28127 0.0 0.0 -0.1 0.30
H 8.10155 -1.75584 -4.62873 -0.1 -0.1 -0.1 0.39
H 7.74424 -1.62434 -6.35024 0.0 0.0 0.1 0.35
C -8.26453 1.12733 0.93544 -0.2 0.1 0.0 -1.17
C -7.23601 2.16462 1.36203 0.1 -0.1 -0.1 -0.47
C -6.03021 1.55857 2.08343 0.0 0.1 0.1 -0.82
C -6.34973 0.84613 3.40129 -0.1 -0.1 0.0 0.52
C -7.05113 1.70599 4.45404 0.1 -0.1 0.0 -0.56
C -6.21638 2.89376 4.91333 -0.1 0.1 0.1 -1.15
H -8.69486 0.60701 1.79408 0.0 0.0 -0.1 0.27
H -9.08515 1.60970 0.39756 0.0 -0.1 0.0 0.38
H -7.81642 0.38392 0.27094 0.0 0.0 0.1 0.29
H -7.71515 2.92438 1.98824 0.1 0.0 0.0 0.24
H -6.87619 2.68674 0.46871 0.0 0.0 0.1 0.37
H -5.29493 2.34984 2.26550 0.0 0.0 0.0 0.36
H -5.53911 0.84200 1.41353 0.0 0.0 0.0 0.42
H -5.41289 0.46296 3.82217 -0.1 0.0 0.0 -0.71
H -6.96771 -0.03512 3.19887 0.0 0.0 0.0 0.41
H -7.26952 1.07745 5.32433 0.0 0.0 -0.1 0.34
H -8.01806 2.05754 4.08057 0.0 -0.1 0.0 0.39
H -5.26442 2.56124 5.33567 0.0 0.0 -0.1 0.21
H -6.75054 3.45307 5.68597 0.1 0.0 0.0 0.37
H -6.00759 3.58352 4.09187 0.0 0.0 0.1 0.30

2.
13
Properties=species:S:1:pos:R:3:forces:R:3:mulliken_charge:R:1 method="wB97M-V/def2-TZVPD" charge=+3 e_lumo_ev=-16.72 relative_energy_ev=0.292 gap_ev=6.231 homo_ev=-23.0 total_energy_ev=-10173.718
H 1.04884 -1.75364 1.02346 0.0 -0.2 0.3 0.33
O 0.21865 0.17863 -1.21914 4.5 1.6 -3.2 -0.69
C -0.56357 -0.17558 -0.33675 1.3 -1.1 5.1 0.94
O -0.85095 0.66089 0.62301 -2.3 -0.6 -1.5 -0.20
La 2.79322 0.84314 -1.25788 -3.0 -0.8 -0.2 2.66
O -0.68304 -1.41047 0.03498 -1.3 0.2 -0.5 -0.24
C 0.49217 -2.21471 0.20301 0.5 0.0 -0.3 -0.48
H 1.09583 -2.23626 -0.71363 -0.2 -0.2 -0.1 0.14
H 0.20359 -3.23719 0.46864 -0.1 0.3 -0.1 0.27
C -0.94235 2.06374 0.31576 0.3 1.0 0.4 -0.59
H 0.04278 2.42404 0.61746 0.1 0.6 0.1 0.21
H -1.14651 2.35194 -0.71978 -0.1 -0.7 0.1 0.36
H -1.70865 2.50547 0.96084 0.3 -0.2 0.0 0.29

3.
85
Properties=species:S:1:pos:R:3:forces:R:3:mulliken_charge:R:1 method="wB97M-V/def2-TZVPD" charge=-1 e_lumo_ev=2.81 relative_energy_ev=6.918 gap_ev=8.320 homo_ev=-5.5 total_energy_ev=-48873.794
C -0.34567 0.15809 -0.05639 -0.1 -1.6 -2.3 -0.81
O -0.62667 -1.09391 0.40761 0.7 -2.4 0.2 -1.34
H -0.86867 0.17209 -1.02639 0.7 1.1 -0.6 -0.05
H 0.69033 0.47109 -0.10439 0.2 0.1 -0.2 -0.90
H -0.88667 0.72309 0.56661 -1.5 3.9 2.0 1.58
N 2.30133 0.37309 3.40861 -0.5 0.7 0.7 0.20
C 3.32233 1.11209 4.02961 1.2 -5.5 -0.4 -0.37
C 3.13333 2.38509 3.76161 -1.1 3.8 1.1 -0.71
C 1.74533 2.46809 3.13261 1.7 5.9 0.2 -0.12
C 1.32933 1.23709 2.95261 2.4 -1.0 0.9 -0.91
H 2.23233 -0.62191 3.28361 0.3 -0.1 0.5 0.65
H 4.14433 0.43009 4.52261 -1.6 2.0 -1.0 0.29
H 3.81233 3.16809 4.27261 -1.5 -1.0 -1.4 0.29
H 1.18133 3.49909 2.80561 1.6 -3.0 0.9 0.19
H 0.45933 0.96109 2.52361 -2.5 -1.3 -1.3 0.80
N 1.29933 -1.62791 -1.68339 0.4 -3.0 3.0 0.99
C 2.18933 -2.75491 -1.56739 -3.6 2.4 6.8 -0.48
C 2.71233 -2.98691 -2.68339 -0.9 2.9 -7.0 -0.63
C 2.01833 -1.97391 -3.69739 2.3 -2.2 -2.2 -0.49
C 1.10833 -1.31691 -2.97639 -1.2 3.5 -0.1 -0.57
H 0.76333 -1.50091 -0.82339 -1.1 0.4 -0.6 -0.14
H 2.28033 -3.22491 -0.51939 0.0 0.8 -2.1 0.17
H 3.44133 -3.64891 -2.85239 2.5 -2.4 -1.1 0.69
H 2.21433 -1.78691 -4.84839 -0.3 -0.7 2.8 0.24
H 0.44033 -0.37591 -3.20839 1.4 -2.3 0.2 0.22
N -4.35467 1.48309 0.10661 -5.1 3.8 -9.1 0.08
C -3.72667 1.73309 -1.10739 -0.5 -0.7 4.5 -0.24
C -4.63167 2.29709 -1.87239 -2.3 -0.1 1.2 -0.86
C -5.91367 2.28209 -1.18739 14.4 -6.3 5.2 -1.34
C -5.71367 1.61509 -0.00339 9.0 6.3 -9.6 -0.71
H -4.05667 1.07809 0.79361 4.9 -5.8 9.3 0.99
H -2.73667 1.42509 -1.08139 1.8 0.0 -0.9 0.29
H -4.28867 2.59109 -2.76339 0.1 1.5 -3.6 0.60
H -6.63967 2.59109 -1.50139 -14.4 5.8 -6.2 0.91
H -6.26867 1.27709 0.59061 -8.2 -4.5 9.1 0.66
N 3.44833 0.14209 -1.09939 1.8 2.1 1.4 0.14
C 4.59533 0.36909 -1.82039 0.9 -0.8 -0.5 0.08
C 5.31133 1.36109 -1.13439 -2.5 0.1 0.7 -1.10
C 4.40033 1.67509 0.13561 0.3 -2.3 -3.5 -0.78
C 3.24733 0.82609 0.09761 5.7 2.1 -2.6 -0.22
H 2.84033 -0.54091 -1.23139 -2.9 -3.9 -1.6 0.42
H 4.88933 -0.35991 -2.79139 -1.1 2.4 3.0 0.23
H 6.15333 1.90509 -1.67139 -1.0 -0.7 1.6 0.36
H 4.70133 2.41309 0.79761 0.1 1.1 1.4 0.61
H 2.43133 0.63809 0.73761 -0.5 0.0 0.5 0.50
N 0.84133 -2.26891 2.40561 -1.3 1.9 1.7 0.34
C 0.35433 -2.21891 3.73661 3.1 -2.4 -1.5 -0.26
C 1.36033 -2.81491 4.49561 1.5 1.2 -2.1 -0.58
C 2.59633 -2.89891 3.57161 -2.5 -0.1 2.0 -0.45
C 2.17633 -2.46591 2.33861 0.4 -2.0 0.6 -0.68
H 0.25833 -1.79091 1.74561 -0.4 0.4 -1.7 0.16
H -0.62367 -1.83591 3.91361 -0.5 -0.1 0.2 0.33
H 1.29533 -3.02091 5.54361 0.2 0.0 0.3 0.42
H 3.56333 -3.32291 3.78961 0.0 0.1 0.2 0.44
H 2.78433 -2.56991 1.43961 -0.6 0.5 0.1 0.11
N -2.24867 -2.14491 -1.62639 0.1 0.4 0.9 0.28
C -3.68167 -2.08891 -1.71539 3.2 -0.6 0.1 -0.27
C -4.14267 -3.09891 -2.51139 9.5 -0.1 0.9 -0.99
C -2.88467 -3.90291 -2.93539 -0.1 1.4 0.6 -0.62
C -1.73367 -3.25391 -2.38539 -3.5 1.7 0.6 -0.30
H -1.62267 -1.57091 -0.79139 -1.3 -2.0 -1.8 0.01
H -4.18967 -1.33791 -1.13039 -0.1 0.0 -0.1 0.33
H -5.07067 -3.25991 -2.63139 -6.5 -1.6 -1.3 0.69
H -2.84667 -4.81791 -3.57939 -0.2 1.2 0.7 0.31
H -0.63867 -3.24491 -2.51939 -0.9 -0.7 0.0 0.25
N 1.99733 2.42909 -2.55839 0.7 1.7 -0.8 0.29
C 2.83533 3.46209 -3.06239 -1.1 -1.4 -0.6 -0.04
C 2.01833 4.26109 -3.86839 -0.9 -0.3 2.1 -0.64
C 0.53133 3.74709 -3.62239 3.5 -1.6 0.5 -0.71
C 0.65733 2.52009 -2.91739 1.5 3.2 -0.7 -0.04
H 2.54833 1.68409 -2.26639 0.1 -2.1 1.0 0.17
H 4.02333 3.36909 -2.85639 -3.4 0.4 -0.6 0.18
H 2.56433 5.15609 -4.25339 -1.6 -0.5 -0.2 0.29
H -0.47567 4.07709 -3.78339 0.1 0.8 -0.8 0.44
H -0.18667 1.92309 -2.54639 0.9 0.0 -0.1 0.20
N -2.74267 -0.30191 1.98961 -0.3 1.8 1.0 0.80
C -2.80667 0.90009 2.77461 0.0 -3.5 -1.9 -0.79
C -3.94767 0.92709 3.43461 -2.0 -2.6 0.3 -0.43
C -4.68667 -0.42091 3.07661 -0.6 2.4 1.2 -0.86
C -3.92767 -1.09291 2.15361 1.9 2.8 1.0 -0.44
H -1.90167 -0.36691 1.40961 -0.5 -1.7 -0.3 0.08
H -2.02267 1.60209 2.86161 0.9 0.4 -0.4 0.35
H -4.00767 1.74109 4.13961 -1.3 -0.3 0.3 0.41
H -5.70567 -0.71191 3.48361 1.6 0.4 -0.7 0.28
H -4.08967 -2.02191 1.64261 0.1 -0.1 -0.1 0.54